Below is the molecule C3H2N2OS2 in a non-equilibrium geometry, with properties calculated with ωB97M-V with the def2-TZVPD basis set.

```
10
Properties=species:S:1:pos:R:3:forces:R:3:lowdin_charge:R:1
S 2.626 -0.873 0.114 0.8394 -0.7710 0.1717 0.792
C 1.277 -0.051 -0.062 0.5923 0.6372 -0.1391 -0.856
C 1.180 1.374 -0.160 -2.4666 2.0622 0.1764 -0.119
N -0.048 1.973 -0.061 5.1910 0.7670 0.5209 0.025
N -1.115 1.286 0.283 -0.2319 -2.5309 -1.9454 -0.026
C -1.004 0.003 -0.064 -3.9198 1.1789 2.5954 -0.686
S -2.623 -0.833 -0.031 0.4337 1.0670 0.6730 0.791
O 0.069 -0.717 -0.194 0.0525 0.0259 -0.8092 -0.011
H 2.119 2.021 -0.243 -1.7493 -1.0920 -0.1462 0.138
H -3.304 0.248 0.628 1.2588 -1.3445 -1.0974 -0.048
```
Forces are in eV/Å.

Results
Largest force on an atom (eV/Å): 5.3
HOMO-LUMO gap (eV): 7.8
Spin multiplicity: 1
Electronic energy (Ha): -1096.5405
SMILES string: S=c1cnnc(S)o1